(i)
Here is a single C6H6O molecule from the OMol25 dataset. Energies are from wB97M-V/def2-TZVPD.

## Properties
charge: 0
structure (SMILES): C#CC1=CCOC1
HOMO-LUMO gap: 0.3655 Ha

Last column: Mulliken charge in e.
Element x y z (Å)
1 C -0.799 -0.575 -2.901  0.08
2 C -0.514 -0.356 -1.752  -0.54
3 C -0.140 -0.091 -0.402  0.28
4 C -0.506 -0.755 0.692  -0.47
5 C 0.116 -0.123 1.897  -0.39
6 O 0.991 0.870 1.386  -0.38
7 C 0.816 1.015 -0.012  -0.40
8 H -1.044 -0.785 -3.917  0.41
9 H -1.159 -1.618 0.732  0.43
10 H -0.650 0.334 2.544  0.23
11 H 0.683 -0.838 2.508  0.26
12 H 1.781 0.905 -0.528  0.25
13 H 0.424 2.017 -0.247  0.24


(ii)
Here is C6H6O as an isolated structure from the OMol25 dataset. Energies are from wB97M-V/def2-TZVPD.

## Properties
charge: 0
HOMO-LUMO gap (alpha / beta): 0.3179 / 0.3178 Ha

Last column: Mulliken charge in e.
Element x y z (Å)
1 O 1.904 -0.929 0.863  -0.55
2 C 0.557 -0.641 1.155  0.02
3 C 0.049 0.843 0.599  -0.56
4 C -0.505 0.653 -0.748  -0.16
5 C -0.635 1.357 -1.730  -0.25
6 C -0.380 -1.522 0.449  -0.57
7 C -1.048 -1.277 -0.564  -0.13
8 H 1.965 -1.148 -0.077  0.39
9 H 0.483 -0.674 2.246  0.35
10 H 0.848 1.595 0.509  0.31
11 H -0.759 1.284 1.210  0.27
12 H -0.734 1.969 -2.585  0.41
13 H -1.747 -1.512 -1.327  0.45


Which structure is the most stable? The one labeled (i).


(i)
Here is C36H37N5O6TeTi as an isolated structure from the OMol25 dataset. Energies are from wB97M-V/def2-TZVPD.

## Properties
charge: 0
HOMO-LUMO gap: 0.2305 Ha

Last column: Mulliken charge in e.
Element x y z (Å)
1 Ti 0.388 -2.807 1.534  -0.16
2 O -2.077 -6.096 -0.095  -0.50
3 C -1.505 -5.267 0.767  0.63
4 O -0.586 -4.546 0.439  -0.33
5 C -2.112 -5.404 2.145  -0.54
6 O -1.590 -4.508 3.075  -0.36
7 C -2.423 -3.410 3.455  -0.50
8 C -1.918 -2.133 2.791  0.63
9 O -1.900 -1.070 3.352  -0.63
10 O -1.479 -2.359 1.552  -0.39
11 H -1.636 -5.996 -0.954  0.40
12 H -1.893 -6.426 2.472  0.38
13 H -3.197 -5.325 2.040  0.40
14 H -2.378 -3.307 4.537  0.27
15 H -3.459 -3.585 3.151  0.38
16 N 1.135 -3.253 3.343  -0.55
17 C 1.036 -2.914 4.463  0.76
18 C 0.874 -2.549 5.761  0.05
19 C 1.773 -1.629 6.365  0.05
20 N 2.505 -0.881 6.844  -0.47
21 C -0.249 -3.087 6.448  0.15
22 N -1.178 -3.543 6.953  -0.54
23 C 5.237 -3.081 0.185  -1.11
24 C 4.003 -3.358 -0.674  -0.74
25 C 2.759 -2.777 -0.068  0.50
26 N 1.786 -3.420 0.387  -0.20
27 H 6.123 -3.516 -0.276  0.40
28 H 5.123 -3.518 1.178  0.32
29 H 5.404 -2.010 0.299  0.25
30 H 3.835 -4.427 -0.787  0.36
31 H 4.132 -2.923 -1.668  0.23
32 C -5.331 5.498 -2.149  -1.56
33 C -4.410 4.413 -1.662  0.57
34 C -3.861 4.455 -0.389  -0.99
35 C -3.016 3.454 0.082  0.98
36 C -2.457 3.579 1.475  -1.62
37 C -2.717 2.372 -0.755  -0.05
38 Te -1.433 0.849 -0.034  0.63
39 N 1.069 -1.102 1.369  0.27
40 C 2.062 -0.641 0.732  0.15
41 O 2.873 -1.389 -0.067  0.00
42 C 2.491 0.771 0.797  0.45
43 C 3.447 1.287 -0.074  -0.12
44 C 3.832 2.613 0.039  -0.90
45 C 3.276 3.416 1.026  -0.46
46 C 2.321 2.902 1.893  -0.77
47 C 1.919 1.582 1.775  -0.39
48 C -0.061 0.852 -1.658  0.30
49 C 0.237 -0.360 -2.294  1.25
50 C -0.409 -1.658 -1.890  -2.17
51 C 1.174 -0.381 -3.324  -1.03
52 C 1.810 0.773 -3.755  0.53
53 C 2.833 0.737 -4.858  -1.68
54 C 1.491 1.966 -3.122  -0.77
55 C 0.578 2.031 -2.075  1.19
56 C 0.335 3.368 -1.432  -1.75
57 C -3.279 2.295 -2.037  1.06
58 C -3.011 1.144 -2.968  -1.30
59 C -4.108 3.325 -2.469  -1.01
60 H -5.274 6.380 -1.512  0.36
61 H -6.368 5.155 -2.152  0.31
62 H -5.084 5.796 -3.169  0.37
63 H -4.089 5.295 0.259  0.29
64 H -2.757 4.526 1.922  0.39
65 H -1.366 3.525 1.471  0.17
66 H -2.807 2.774 2.124  0.33
67 H 3.874 0.656 -0.842  0.56
68 H 4.568 3.020 -0.642  0.43
69 H 3.587 4.449 1.117  0.41
70 H 1.888 3.529 2.661  0.42
71 H 1.168 1.163 2.431  0.55
72 H -1.490 -1.563 -1.788  0.27
73 H -0.019 -1.962 -0.915  0.85
74 H -0.175 -2.450 -2.601  0.46
75 H 1.400 -1.326 -3.808  0.32
76 H 2.794 -0.207 -5.402  0.39
77 H 3.843 0.849 -4.457  0.30
78 H 2.674 1.547 -5.570  0.39
79 H 1.982 2.881 -3.439  0.42
80 H 1.132 4.064 -1.695  0.47
81 H 0.301 3.275 -0.345  0.09
82 H -0.615 3.798 -1.752  0.27
83 H -3.140 0.190 -2.452  0.15
84 H -1.988 1.165 -3.349  0.24
85 H -3.692 1.176 -3.819  0.46
86 H -4.533 3.269 -3.466  0.38


(ii)
Here is C36H37N5O6TeTi as an isolated structure from the OMol25 dataset. Energies are from wB97M-V/def2-TZVPD.

## Properties
charge: 0
HOMO-LUMO gap: 0.2307 Ha

Last column: Mulliken charge in e.
Element x y z (Å)
1 Ti 0.313 -2.821 1.581  -0.10
2 O -1.283 -6.704 2.773  -0.48
3 C -0.979 -5.429 2.651  0.70
4 O -0.237 -5.006 1.786  -0.34
5 C -1.621 -4.568 3.709  -0.62
6 O -1.368 -3.200 3.466  -0.48
7 C -2.498 -2.445 3.019  -0.66
8 C -2.613 -2.475 1.499  0.67
9 O -3.666 -2.347 0.937  -0.61
10 O -1.441 -2.596 0.903  0.18
11 H -0.804 -7.208 2.096  0.40
12 H -1.193 -4.856 4.673  0.25
13 H -2.690 -4.790 3.741  0.50
14 H -2.323 -1.413 3.326  0.32
15 H -3.421 -2.802 3.475  0.40
16 N 1.506 -3.379 3.168  -0.17
17 C 1.717 -3.534 4.305  0.88
18 C 1.901 -3.788 5.637  -0.23
19 C 2.820 -3.035 6.413  0.05
20 N 3.565 -2.420 7.039  -0.46
21 C 1.079 -4.804 6.186  0.17
22 N 0.359 -5.630 6.548  -0.53
23 C 4.654 -2.702 -0.673  -1.36
24 C 3.305 -2.487 -1.365  0.01
25 C 2.246 -2.167 -0.354  0.43
26 N 1.397 -2.987 0.090  -0.39
27 H 5.420 -2.943 -1.410  0.43
28 H 4.598 -3.523 0.041  0.37
29 H 4.967 -1.804 -0.139  0.28
30 H 2.993 -3.386 -1.893  0.37
31 H 3.369 -1.664 -2.076  -0.33
32 C -4.314 6.113 -2.707  -1.60
33 C -3.755 4.811 -2.203  0.53
34 C -3.497 4.616 -0.853  -1.01
35 C -2.994 3.413 -0.368  1.20
36 C -2.723 3.286 1.108  -1.57
37 C -2.748 2.369 -1.269  -0.19
38 Te -1.950 0.544 -0.550  0.40
39 N 0.782 -1.033 1.750  -0.19
40 C 1.608 -0.356 1.083  0.33
41 O 2.384 -0.868 0.064  -0.04
42 C 1.899 1.077 1.306  0.53
43 C 2.963 1.721 0.680  0.11
44 C 3.210 3.058 0.946  -0.91
45 C 2.391 3.757 1.823  -0.46
46 C 1.325 3.117 2.442  -0.50
47 C 1.082 1.779 2.189  -0.48
48 C -0.248 0.466 -1.813  0.31
49 C -0.010 -0.721 -2.521  1.03
50 C -0.926 -1.912 -2.432  -1.81
51 C 1.096 -0.791 -3.363  -0.79
52 C 1.966 0.278 -3.524  0.35
53 C 3.171 0.172 -4.420  -1.76
54 C 1.705 1.444 -2.820  -0.66
55 C 0.611 1.564 -1.966  1.43
56 C 0.395 2.882 -1.276  -1.76
57 C -3.022 2.533 -2.633  1.26
58 C -2.792 1.443 -3.643  -1.37
59 C -3.512 3.758 -3.073  -1.08
60 H -4.152 6.917 -1.989  0.38
61 H -5.390 6.033 -2.878  0.30
62 H -3.853 6.400 -3.652  0.38
63 H -3.685 5.425 -0.155  0.31
64 H -2.965 4.217 1.621  0.41
65 H -1.675 3.045 1.297  0.16
66 H -3.318 2.489 1.559  0.29
67 H 3.589 1.177 -0.012  0.44
68 H 4.041 3.558 0.465  0.42
69 H 2.585 4.803 2.024  0.41
70 H 0.687 3.663 3.124  0.41
71 H 0.259 1.259 2.661  0.46
72 H -1.930 -1.653 -2.774  0.30
73 H -1.028 -2.281 -1.411  0.10
74 H -0.549 -2.727 -3.050  0.42
75 H 1.274 -1.709 -3.914  0.30
76 H 3.119 -0.716 -5.049  0.34
77 H 4.092 0.113 -3.833  0.31
78 H 3.259 1.044 -5.069  0.47
79 H 2.368 2.295 -2.936  0.43
80 H 1.311 3.471 -1.290  0.51
81 H 0.089 2.742 -0.238  -0.16
82 H -0.390 3.460 -1.769  0.38
83 H -3.178 0.488 -3.282  0.19
84 H -1.728 1.303 -3.844  0.25
85 H -3.286 1.686 -4.584  0.47
86 H -3.715 3.888 -4.132  0.40


Which structure is the most stable? The one labeled (ii).


(i)
Here is a 11-piece molecular cluster, C6H33NO11 overall from the OMol25 dataset. Energies are from wB97M-V/def2-TZVPD.

## Properties
charge: 0
structure (SMILES): CCN(CC)C(C)=O.O.O.O.O.O.O.O.O.O.O
HOMO-LUMO gap: 0.3360 Ha

Last column: Mulliken charge in e.
Element x y z (Å)
1 C 1.019 0.182 -1.912  -1.35
2 C 0.545 -0.243 -0.579  0.37
3 N -0.029 0.752 0.277  1.01
4 C -1.230 0.279 0.975  0.22
5 C -2.479 0.926 0.387  -1.17
6 C 0.929 1.525 1.146  -0.62
7 C 1.890 2.466 0.434  -1.13
8 O 0.679 -1.382 -0.152  -0.39
9 H 1.938 -0.338 -2.158  0.30
10 H 1.267 1.234 -1.974  0.33
11 H 0.321 -0.031 -2.713  0.33
12 H -1.340 -0.796 0.907  -0.62
13 H -1.202 0.441 2.054  0.54
14 H -2.660 0.564 -0.623  0.21
15 H -3.411 0.788 0.935  0.38
16 H -2.362 2.011 0.316  0.22
17 H 0.232 2.111 1.733  0.66
18 H 1.416 0.762 1.760  0.36
19 H 1.570 2.792 -0.550  0.22
20 H 2.063 3.326 1.076  0.35
21 H 2.846 1.958 0.284  0.24
22 H 2.749 -2.362 -0.343  0.25
23 H 3.479 -2.824 -1.565  0.34
24 O 3.651 -2.514 -0.668  -0.71
25 H -0.647 3.824 -1.069  0.33
26 H -0.420 2.356 -1.230  0.10
27 O -0.574 3.155 -1.764  -0.68
28 H -1.599 3.052 1.698  0.32
29 H -1.025 4.411 2.449  0.27
30 O -1.076 3.853 1.668  -0.59
31 H 3.908 -0.451 -0.860  0.29
32 H 4.538 0.904 -1.281  0.27
33 O 3.853 0.505 -0.737  -0.55
34 H -0.669 -4.396 0.984  0.24
35 H -0.369 -2.919 0.527  0.40
36 O -1.030 -3.508 0.920  -0.64
37 H -2.791 -3.017 0.385  0.32
38 H -3.719 -3.127 -0.824  0.27
39 O -3.239 -2.477 -0.296  -0.65
40 H -1.334 -2.568 2.690  0.35
41 H 0.051 -2.040 3.040  0.31
42 O -0.875 -1.986 3.308  -0.67
43 H -2.458 2.005 -3.126  0.35
44 H -2.095 0.581 -2.808  0.29
45 O -2.836 1.115 -3.130  -0.68
46 H 3.136 -2.784 2.349  0.33
47 H 2.376 -1.571 1.826  0.29
48 O 2.607 -2.033 2.640  -0.67
49 H -2.004 -1.637 -2.871  0.33
50 H -2.076 -1.623 -1.407  0.20
51 O -1.516 -1.255 -2.126  -0.50


(ii)
Here is a 11-piece molecular cluster, C6H33NO11 overall from the OMol25 dataset. Energies are from wB97M-V/def2-TZVPD.

## Properties
charge: 0
structure (SMILES): CCCC(=O)N(C)C.O.O.O.O.O.O.O.O.O.O
HOMO-LUMO gap: 0.3615 Ha

Last column: Mulliken charge in e.
Element x y z (Å)
1 C 1.748 0.458 -0.087  -0.81
2 C 2.873 0.984 0.850  -0.17
3 C 2.377 1.053 2.286  -0.86
4 C 0.624 1.459 -0.267  0.87
5 N 0.800 2.570 -1.028  0.32
6 C 2.066 3.117 -1.447  -1.10
7 C -0.382 3.335 -1.452  -1.27
8 O -0.434 1.258 0.324  -0.76
9 H 2.161 0.161 -1.056  0.46
10 H 1.296 -0.455 0.295  0.01
11 H 3.743 0.332 0.753  0.44
12 H 3.204 1.923 0.418  0.33
13 H 1.575 0.334 2.444  -0.26
14 H 3.171 0.985 3.013  0.36
15 H 1.905 2.022 2.467  0.36
16 H 2.020 3.706 -2.361  0.34
17 H 2.390 3.887 -0.726  0.33
18 H 2.843 2.362 -1.445  0.39
19 H -0.377 3.433 -2.511  0.41
20 H -1.194 2.846 -0.920  0.25
21 H -0.342 4.315 -0.962  0.41
22 H -4.434 1.365 -0.363  0.33
23 H -4.930 0.390 -1.497  0.31
24 O -4.853 0.521 -0.549  -0.69
25 H -2.124 0.643 -2.703  0.42
26 H -1.083 1.448 -3.396  0.21
27 O -2.011 1.214 -3.482  -0.66
28 H -2.816 -1.669 0.403  0.32
29 H -3.885 -0.557 0.479  0.42
30 O -3.168 -0.984 0.987  -0.68
31 H 0.091 0.093 -4.212  0.31
32 H -0.625 -1.016 -5.010  0.32
33 O 0.172 -0.808 -4.518  -0.62
34 H -1.345 -2.960 0.362  0.46
35 H -1.436 -3.640 -0.946  0.28
36 O -1.807 -2.871 -0.497  -0.82
37 H -0.031 -2.107 3.730  0.35
38 H 1.287 -3.086 3.964  0.33
39 O 0.369 -2.984 3.710  -0.66
40 H -0.469 -0.181 2.191  0.31
41 H -1.876 -0.640 2.069  0.33
42 O -1.040 -0.879 2.539  -0.64
43 H 2.390 -1.702 3.055  0.24
44 H 2.350 -2.330 1.734  0.35
45 O 2.943 -2.264 2.498  -0.62
46 H -1.444 -0.319 -0.724  0.29
47 H -1.092 -1.524 -1.657  0.28
48 O -1.023 -0.554 -1.557  -0.45
49 H 0.288 -4.922 1.351  0.25
50 H -0.298 -3.679 2.163  0.37
51 O -0.166 -4.082 1.285  -0.68


Which structure is the most stable? The one labeled (ii).